# 1
Computed, not measured: a gas-phase ion, C5HF2IN (charge +1) at a distorted geometry, with ωB97M-V/def2-TZVPD.

The energy above the lowest of the compared OMol25 structures with the same formula, charge and spin comes out at 47.3 kcal/mol. For the LUMO energy, the calculation gives -7.9 eV. The value obtained for the max |F| is 0.0468 hartree/bohr. The spin multiplicity is 1. As for the charge: +1. Its HOMO energy is -13.73 eV.

Each line ends with the Mulliken charge.
CARTESIAN COORDINATES (ANGSTROEM)
C 0.065 -0.969 0.037  0.4668
C -1.564 0.492 0.016  -0.2755
C 0.776 -2.028 0.002  0.5546
C -0.344 1.271 -0.008  0.6761
C 0.721 0.412 0.006  -0.5161
N -1.301 -0.760 0.062  -0.4347
F 1.758 -2.783 -0.060  -0.0438
F -0.255 2.566 -0.042  -0.2131
I 2.713 0.922 -0.001  0.3520
H -2.569 0.878 -0.013  0.4336

Atomic forces in eV per Å
-0.08 0.96 0.03
0.37 -0.25 0.00
1.99 -0.06 -0.11
1.63 -0.92 -0.05
0.40 0.88 -0.01
-2.14 -1.10 -0.05
-1.52 0.67 0.11
-0.12 0.09 0.01
-0.31 -0.20 -0.01
-0.22 -0.05 0.07

---

# 2
Computed, not measured: a molecular structure, C4H6O, with ωB97M-V/def2-TZVPD.

The energy above the lowest of the compared OMol25 structures with the same formula, charge and spin comes out at 114.0 kcal/mol. For the LUMO energy, the calculation gives 0.8 eV. The value obtained for the max |F| is 0.0068 hartree/bohr. The spin multiplicity is 1. As for the charge: 0. Its HOMO energy is -8.55 eV.

Each line ends with the Mulliken charge.
CARTESIAN COORDINATES (ANGSTROEM)
C -1.405 0.553 -0.261  -0.5541
O -0.068 0.313 0.170  -0.1919
C 0.833 -1.042 0.741  -0.0523
C 1.984 -0.576 0.025  -0.6790
C 1.374 0.413 -0.568  -0.1096
H -1.811 -0.231 -0.914  0.2804
H -1.419 1.509 -0.791  0.2427
H -2.031 0.644 0.633  0.2438
H 0.754 -0.925 1.823  0.2272
H 0.318 -1.928 0.364  0.2314
H 1.472 1.270 -1.222  0.3613

Atomic forces in eV per Å
-0.15 0.07 -0.07
0.19 0.07 0.09
-0.08 -0.18 0.17
-0.26 0.14 -0.19
0.04 0.01 -0.01
0.27 0.05 0.08
-0.01 -0.13 0.04
0.07 -0.03 -0.17
0.11 -0.03 -0.13
-0.04 0.21 0.02
-0.14 -0.17 0.16

---

# 3
Computed, not measured: 4 unconnected molecules or ions with the total composition C28H40N6O4 at a distorted geometry, with ωB97M-V/def2-TZVPD.

For the LUMO energy, the calculation gives -10.8 eV. The value obtained for the max |F| is 0.0857 hartree/bohr. The spin multiplicity is 1. As for the charge: +4. Its HOMO energy is -18.01 eV.

Each line ends with the Mulliken charge.
CARTESIAN COORDINATES (ANGSTROEM)
N 1.757 -0.098 0.643  1.1807
O 1.542 1.110 0.776  -0.8800
O 1.249 -0.874 1.412  -0.6341
O 2.553 -0.518 -0.222  -0.6856
C -1.255 -1.007 3.253  -1.3239
C -1.752 -0.178 1.999  0.5410
C -3.307 0.054 2.000  -1.1185
O -3.962 -1.175 2.103  -0.1633
C -5.272 -1.088 1.777  -0.8915
N -0.979 1.171 2.064  -0.0641
H -1.108 1.824 2.824  0.4142
H 0.008 1.105 1.859  0.2388
H -1.342 1.777 1.342  0.4090
H -0.187 -0.984 3.467  0.4428
H -1.456 -2.074 3.154  0.1799
H -1.763 -0.643 4.146  0.4456
H -1.490 -0.663 1.059  0.0037
H -3.516 0.720 1.162  0.5344
H -3.633 0.730 2.791  0.4938
H -5.349 -0.560 0.827  0.4222
H -5.760 -0.420 2.487  0.4011
H -5.965 -1.929 1.802  0.1776
C -5.355 -5.718 3.059  -0.8667
N -4.332 -5.064 2.268  0.0573
C -4.806 -4.338 1.270  -0.8574
C -3.957 -3.811 0.349  -0.6807
C -2.589 -4.052 0.382  1.5294
C -2.107 -4.818 1.456  -0.5797
C -3.023 -5.353 2.333  -0.4924
C -1.688 -3.556 -0.741  0.5068
C -0.334 -3.152 -0.556  -0.7569
C 0.487 -2.810 -1.692  -0.5164
N -0.068 -2.650 -2.928  0.1667
C -1.376 -2.993 -3.090  -0.4613
C -2.202 -3.480 -2.053  -0.6577
C 0.646 -1.905 -3.917  -0.8937
H -5.481 -6.618 2.458  0.4595
H -6.292 -5.170 3.165  0.3166
H -4.844 -6.086 3.948  0.3116
H -5.853 -4.075 1.252  0.7028
H -4.309 -3.132 -0.414  0.3426
H -1.066 -5.103 1.511  0.5910
H -2.703 -6.110 3.034  0.4556
H 0.122 -3.150 0.423  0.4449
H 1.526 -2.518 -1.648  0.6371
H -1.701 -2.763 -4.094  0.4600
H -3.223 -3.820 -1.969  0.6837
H 0.030 -1.255 -4.538  0.3811
H 1.239 -2.503 -4.610  0.3635
H 1.416 -1.262 -3.491  0.2602
C 6.382 1.926 -4.872  -0.8669
N 5.410 2.661 -4.051  0.0437
C 5.489 3.978 -3.799  -0.1620
C 4.709 4.598 -2.780  -0.7614
C 3.915 3.775 -1.958  0.6864
C 3.894 2.410 -2.257  -0.5391
C 4.613 1.782 -3.301  -0.7719
C 3.255 4.357 -0.744  0.8914
C 1.998 3.924 -0.344  -0.5840
C 1.295 4.374 0.786  -0.0479
N 1.883 5.257 1.545  -0.0023
C 3.136 5.714 1.236  -0.3076
C 3.891 5.322 0.081  -0.7859
C 1.121 5.831 2.732  -0.9179
H 6.872 1.245 -4.177  0.3981
H 7.180 2.586 -5.212  0.3272
H 5.796 1.396 -5.622  0.3112
H 6.181 4.598 -4.349  0.4155
H 4.862 5.635 -2.522  0.5709
H 3.371 1.765 -1.566  0.7125
H 4.623 0.750 -3.618  0.5709
H 1.525 3.194 -0.984  0.4177
H 0.328 4.000 1.086  0.2592
H 3.365 6.504 1.936  0.4616
H 4.912 5.591 -0.148  0.5538
H 1.146 6.920 2.703  0.3849
H 1.593 5.395 3.612  0.3987
H 0.084 5.498 2.694  0.3123

Atomic forces in eV per Å
2.25 -1.09 -1.16
-0.70 2.31 -0.17
-1.70 -1.58 1.44
-0.41 0.60 -0.46
-0.40 0.27 -0.51
0.13 -0.59 2.45
1.45 0.96 0.76
2.91 -1.16 -0.06
-2.97 2.44 -0.35
-2.11 0.23 -1.03
-0.22 -0.76 1.43
1.58 -0.72 -0.35
-0.15 -0.03 -1.03
0.05 0.47 -0.52
-0.43 0.13 -0.18
-0.17 -0.06 -0.02
0.39 0.30 0.06
-0.55 -0.73 -1.07
0.22 -0.17 0.85
-0.44 -0.28 -0.45
-0.26 0.31 0.20
1.07 -0.72 -0.05
0.96 -2.22 0.39
0.01 0.50 -0.72
0.01 1.36 -0.40
0.80 0.77 -1.11
0.84 0.03 0.08
-0.33 0.17 -1.04
0.32 -0.35 0.37
1.48 0.63 -0.15
0.40 -0.50 -1.72
-1.76 0.14 1.11
-1.56 -0.82 2.88
-0.70 0.06 -0.07
1.45 0.16 1.18
1.68 0.88 -1.92
-0.90 -0.25 0.27
0.48 0.12 0.19
-0.71 0.41 0.46
-0.07 -0.38 0.10
-0.50 -0.12 0.03
0.01 -0.06 0.20
-0.17 0.17 0.42
0.23 0.06 0.00
0.06 -0.04 0.56
-0.54 -0.34 0.00
-0.24 0.20 -1.95
-0.45 -0.28 0.32
-0.40 -0.63 0.05
-0.37 -0.04 0.62
0.50 0.12 0.05
-0.59 -1.00 1.64
-1.11 0.43 1.06
0.38 -1.71 -0.01
1.25 0.91 -0.89
0.04 -1.90 -0.35
-0.29 4.37 0.53
0.05 0.42 0.98
-1.05 -0.59 -0.33
0.92 -1.38 -1.95
0.53 1.44 0.43
0.23 0.47 -0.77
-2.17 -0.99 1.23
0.68 -0.57 -0.28
-0.05 -0.24 -0.29
-0.44 0.00 -0.52
0.60 0.11 -0.30
0.16 -0.34 -0.31
-0.05 0.14 -0.45
-0.26 -0.32 0.00
-0.03 0.00 0.40
-0.22 -0.11 0.20
0.04 0.10 -0.22
0.98 0.00 -0.17
-0.06 0.60 0.49
0.20 -0.17 0.06
-0.04 0.42 0.12
0.18 0.02 -0.24